1.
Computed, not measured: a 6-piece molecular cluster, C40H46F5N2O overall at a distorted geometry, with wB97M-V/def2-TZVPD.

Positions of all 94 atoms, in Å:
C  0.601  -2.531  -1.870
C  0.456  -3.987  -2.294
C  1.735  -4.807  -2.472
N  1.240  -6.180  -3.035
C  1.928  -6.440  -4.356
C  2.277  -5.038  -4.815
C  2.805  -4.419  -3.516
C  3.228  -2.962  -3.672
C  3.679  -2.172  -2.444
O  3.160  -1.099  -2.237
N  4.650  -2.659  -1.584
C  5.493  -3.785  -1.955
C  4.277  -2.627  -0.168
H  1.331  -2.412  -1.070
H  0.897  -1.878  -2.686
H  -0.357  -2.174  -1.498
H  -0.139  -4.052  -3.213
H  -0.122  -4.497  -1.517
H  2.178  -5.056  -1.508
H  0.233  -6.128  -3.197
H  1.377  -6.949  -2.380
H  1.262  -6.989  -5.015
H  2.831  -7.008  -4.151
H  3.038  -5.060  -5.592
H  1.398  -4.503  -5.179
H  3.687  -5.012  -3.263
H  2.438  -2.373  -4.133
H  4.058  -2.948  -4.388
H  5.236  -4.699  -1.407
H  6.529  -3.547  -1.713
H  5.454  -3.969  -3.025
H  3.968  -1.626  0.120
H  3.461  -3.329  0.053
H  5.141  -2.903  0.431
F  1.081  3.837  1.260
C  0.925  2.500  1.194
C  0.035  1.894  2.059
C  -0.133  0.520  1.982
C  0.590  -0.220  1.056
C  1.480  0.414  0.198
C  1.654  1.791  0.260
H  -0.513  2.493  2.775
H  -0.830  0.031  2.650
H  0.455  -1.294  1.006
H  2.044  -0.153  -0.531
H  2.337  2.308  -0.400
F  -4.388  2.073  0.270
C  -4.141  3.373  0.562
C  -2.833  3.810  0.573
C  -2.583  5.142  0.872
C  -3.632  6.005  1.158
C  -4.938  5.534  1.145
C  -5.205  4.205  0.844
H  -2.033  3.117  0.352
H  -1.562  5.501  0.881
H  -3.433  7.042  1.393
H  -5.759  6.201  1.373
H  -6.215  3.818  0.828
F  -5.673  1.774  6.530
C  -6.293  1.435  5.379
C  -7.621  1.063  5.427
C  -8.249  0.720  4.237
C  -7.550  0.748  3.038
C  -6.213  1.123  3.025
C  -5.571  1.476  4.204
H  -8.142  1.047  6.374
H  -9.291  0.430  4.251
H  -8.046  0.479  2.116
H  -5.665  1.146  2.093
H  -4.533  1.780  4.219
F  3.542  4.031  -7.345
C  3.294  3.069  -6.437
C  4.204  2.040  -6.297
C  3.939  1.055  -5.356
C  2.787  1.104  -4.581
C  1.893  2.153  -4.748
C  2.141  3.151  -5.680
H  5.094  2.024  -6.911
H  4.649  0.248  -5.224
H  2.599  0.329  -3.850
H  0.995  2.201  -4.147
H  1.463  3.981  -5.824
F  -0.965  -0.311  6.159
C  -0.715  0.988  6.438
C  0.594  1.426  6.430
C  0.845  2.763  6.707
C  -0.202  3.630  6.991
C  -1.507  3.157  6.997
C  -1.777  1.825  6.718
H  1.392  0.731  6.209
H  1.864  3.125  6.701
H  0.000  4.669  7.210
H  -2.327  3.827  7.224
H  -2.788  1.439  6.717

Calculated values
HOMO-LUMO gap in eV: 7.15
HOMO in eV: -10.4
E_LUMO in eV: -3.26
Total charge: +1

Atom charges from the Löwdin analysis, given in e for atoms 1 to 5: number 1, C, carries -0.067; number 2, C, carries -0.180; number 3, C, carries -0.171; number 4, N, carries 0.101; number 5, C, carries -0.087

***

2.
Computed, not measured: C40H47AsBF4IKPS4 as an isolated structure, with wB97M-V/def2-TZVPD.

Positions of all 100 atoms, in Å:
K  0.940  -1.831  2.438
C  -0.358  1.460  5.475
C  0.581  2.098  4.461
S  0.173  1.886  2.704
C  -1.503  2.582  2.576
C  -2.393  1.807  1.593
S  -2.692  0.077  2.011
C  -3.918  0.341  3.338
C  -4.395  -0.987  3.918
S  -2.987  -2.377  4.285
C  -2.768  -1.832  5.998
C  -2.057  -0.498  6.214
S  -0.520  -0.328  5.271
H  -1.361  1.888  5.404
H  0.022  1.682  6.475
H  1.576  1.660  4.548
H  0.670  3.164  4.678
H  -1.415  3.618  2.238
H  -1.958  2.589  3.567
H  -1.937  1.806  0.598
H  -3.362  2.309  1.506
H  -4.732  0.916  2.881
H  -3.465  0.972  4.104
H  -5.027  -1.499  3.184
H  -4.994  -0.805  4.819
H  -2.225  -2.627  6.504
H  -3.758  -1.754  6.451
H  -1.822  -0.385  7.276
H  -2.710  0.326  5.927
C  2.162  -3.144  -0.044
C  0.934  -3.848  -0.108
C  0.818  -4.629  1.063
C  1.973  -4.414  1.848
C  2.802  -3.498  1.164
H  2.576  -2.495  -0.806
H  0.230  -3.855  -0.932
H  0.003  -5.302  1.294
H  2.203  -4.898  2.787
H  3.766  -3.141  1.502
I  -0.096  -4.596  6.188
C  -1.330  -3.876  4.501
H  -1.787  -4.804  4.144
H  -0.571  -3.598  3.761
C  0.601  -1.172  -2.315
C  0.101  -0.485  -3.577
As  1.322  -0.861  -5.070
C  2.802  0.169  -4.314
C  2.703  1.539  -4.077
C  3.713  2.210  -3.402
C  4.832  1.516  -2.953
C  4.938  0.152  -3.182
C  3.927  -0.518  -3.863
C  0.668  0.503  -6.312
C  1.479  0.863  -7.385
C  1.054  1.800  -8.317
C  -0.202  2.385  -8.195
C  -1.020  2.031  -7.135
C  -0.586  1.097  -6.197
P  -0.136  -0.550  -0.721
C  -1.915  -0.593  -1.196
C  -2.494  -1.821  -0.850
C  -3.827  -2.090  -1.119
C  -4.624  -1.123  -1.718
C  -4.069  0.104  -2.056
C  -2.724  0.363  -1.805
C  0.579  1.155  -0.799
C  1.847  1.180  -0.197
C  2.601  2.341  -0.133
C  2.094  3.522  -0.659
C  0.842  3.522  -1.258
C  0.095  2.348  -1.335
H  1.674  -1.022  -2.186
H  0.437  -2.250  -2.353
H  0.079  0.601  -3.448
H  -0.903  -0.821  -3.833
H  1.822  2.083  -4.400
H  3.613  3.269  -3.198
H  5.607  2.034  -2.400
H  5.795  -0.398  -2.811
H  3.998  -1.588  -4.017
H  2.461  0.413  -7.483
H  1.702  2.074  -9.141
H  -0.537  3.116  -8.921
H  -1.997  2.486  -7.030
H  -1.231  0.837  -5.365
H  -1.888  -2.560  -0.329
H  -4.253  -3.043  -0.825
H  -5.673  -1.316  -1.907
H  -4.683  0.872  -2.514
H  -2.333  1.330  -2.087
H  2.236  0.273  0.261
H  3.561  2.327  0.371
H  2.663  4.442  -0.587
H  0.434  4.439  -1.667
H  -0.873  2.397  -1.811
F  3.144  0.428  5.461
B  3.701  0.047  4.219
F  2.641  -0.478  3.390
F  4.224  1.191  3.562
F  4.692  -0.930  4.384

Calculated values
HOMO-LUMO gap in eV: 4.51
HOMO in eV: -1.1
Relative energy (zero: lowest compared OMol25 entry of this formula, charge and spin) in eV: 0.6538
E_LUMO in eV: 3.45
Total charge: -2

Atom charges from the Löwdin analysis, given in e for atoms 1 to 5: number 1, K, carries 0.617; number 2, C, carries -0.533; number 3, C, carries -0.517; number 4, S, carries 0.876; number 5, C, carries -0.513

***

3.
Computed, not measured: C40H47CsN8O3S3Si2Te as an isolated structure, with wB97M-V/def2-TZVPD.

Positions of all 105 atoms, in Å:
Cs  -1.288  1.399  0.367
C  -5.268  -1.785  -1.340
C  -3.834  -1.382  -1.156
N  -3.285  -1.138  -0.033
N  -4.162  -1.139  1.051
C  -3.697  -1.350  2.314
N  -4.520  -0.877  3.268
S  -2.306  -2.210  2.654
C  -2.979  -1.155  -2.360
C  -2.858  -2.101  -3.371
C  -2.040  -1.806  -4.453
C  -1.396  -0.581  -4.495
C  -1.586  0.303  -3.440
N  -2.369  0.028  -2.401
H  -5.592  -2.429  -0.523
H  -5.406  -2.289  -2.295
H  -5.912  -0.901  -1.344
H  -4.926  -0.475  0.981
H  -5.021  0.006  3.067
H  -4.142  -0.976  4.195
H  -3.365  -3.055  -3.296
H  -1.901  -2.531  -5.245
H  -0.734  -0.309  -5.305
H  -1.088  1.266  -3.424
S  0.908  3.251  -1.828
C  1.401  2.275  -3.187
C  1.648  2.914  -4.410
C  2.064  2.245  -5.557
C  2.285  2.977  -6.765
N  2.451  3.579  -7.734
C  2.258  0.856  -5.493
C  2.023  0.201  -4.290
C  1.591  0.850  -3.122
S  1.291  -0.115  -1.712
C  2.675  0.106  -6.638
N  2.999  -0.516  -7.554
H  1.505  3.985  -4.455
H  2.165  -0.872  -4.243
N  2.668  1.845  0.769
C  2.630  2.653  1.870
C  3.429  3.777  1.990
C  3.426  4.556  3.157
C  2.635  4.244  4.232
C  1.772  3.126  4.141
C  0.867  2.765  5.166
C  0.010  1.721  4.984
C  0.049  1.017  3.758
N  0.890  1.306  2.799
C  1.755  2.338  2.969
H  2.749  2.310  -0.130
H  1.953  1.135  0.698
H  4.072  4.045  1.160
H  4.075  5.423  3.203
H  2.639  4.844  5.134
H  0.855  3.346  6.082
H  -0.711  1.438  5.739
H  -0.651  0.206  3.577
O  -2.433  4.136  1.499
C  -3.567  4.644  2.055
C  -3.713  6.026  2.171
C  -4.861  6.576  2.713
C  -5.889  5.747  3.140
C  -5.740  4.374  3.013
C  -4.592  3.792  2.486
C  -4.508  2.269  2.433
O  -5.594  1.638  2.570
O  -3.383  1.762  2.277
H  -1.861  4.866  1.231
H  -2.909  6.669  1.825
H  -4.949  7.653  2.795
H  -6.794  6.165  3.561
H  -6.523  3.694  3.321
C  4.984  -0.634  -0.604
Si  4.866  -2.485  -0.783
C  6.598  -3.231  -0.892
C  3.902  -2.935  -2.315
C  4.047  -3.233  0.745
Te  2.315  -2.083  1.309
C  1.093  -3.728  1.974
Si  0.259  -4.630  0.553
C  -0.602  -3.465  -0.613
C  1.528  -5.645  -0.397
C  -0.998  -5.824  1.294
H  5.566  -0.197  -1.421
H  5.443  -0.336  0.343
H  3.989  -0.185  -0.658
H  7.125  -2.849  -1.771
H  6.553  -4.320  -0.975
H  7.193  -2.984  -0.009
H  4.386  -2.520  -3.205
H  2.903  -2.490  -2.260
H  3.816  -4.017  -2.449
H  4.727  -3.268  1.596
H  3.719  -4.252  0.533
H  0.326  -3.256  2.594
H  1.694  -4.364  2.625
H  0.096  -2.825  -1.161
H  -1.283  -2.816  -0.056
H  -1.191  -4.029  -1.346
H  2.211  -4.995  -0.945
H  1.023  -6.279  -1.131
H  2.112  -6.292  0.264
H  -1.764  -5.260  1.831
H  -0.529  -6.522  1.994
H  -1.491  -6.408  0.513

Calculated values
HOMO-LUMO gap in eV: 5.07
HOMO in eV: -1.6
Relative energy (zero: lowest compared OMol25 entry of this formula, charge and spin) in eV: 0.3302
E_LUMO in eV: 3.44
Total charge: -2

Atom charges from the Löwdin analysis, given in e for atoms 1 to 5: number 1, Cs, carries 0.823; number 2, C, carries -0.017; number 3, C, carries -0.276; number 4, N, carries 0.057; number 5, N, carries -0.023